[1]
C4H36NO16 | the ωB97M-V functional and the def2-TZVPD basis

```
57
Properties=species:S:1:pos:R:3:forces:R:3
C -1.232 2.336 1.097 -0.3 -2.3 0.8
N -1.642 0.862 0.559 -1.1 2.4 1.0
C -2.965 1.121 -0.024 0.6 0.2 -1.1
C -1.510 -0.117 1.626 -2.3 0.4 -0.3
C -0.466 -1.035 1.089 3.0 -1.0 -1.8
O -0.089 -1.936 2.088 2.4 0.6 3.3
O -0.838 3.040 0.115 0.4 1.6 -1.4
H -2.047 2.730 1.721 -0.7 -0.1 -0.4
H -3.462 0.259 -0.460 0.7 -0.5 -0.7
H -3.807 1.457 0.565 0.2 0.7 1.2
H -2.694 1.917 -0.758 -1.0 -0.8 0.1
H -1.237 0.445 2.613 -0.8 -1.8 -1.8
H -2.518 -0.672 1.739 1.4 0.7 0.2
H 0.475 -0.449 0.660 -2.2 -1.2 1.4
H -0.660 -1.772 0.180 -0.7 1.9 1.5
H 1.556 0.749 -0.125 -2.7 -2.3 -4.7
H 2.945 1.057 0.454 -0.4 -0.2 0.0
O 1.969 1.113 0.563 3.5 2.2 5.6
H -1.067 1.231 -3.945 0.4 -2.1 -2.0
H -1.506 0.080 -3.452 -1.0 -1.9 1.8
O -1.176 0.235 -4.311 0.3 4.4 0.6
H -2.072 -1.963 3.147 -0.1 0.1 0.5
H -1.669 -2.695 4.407 -0.2 0.2 0.1
O -2.440 -2.285 3.992 0.3 -0.2 -0.3
H 1.885 -0.191 -1.969 0.1 -1.2 -1.1
H 1.952 -1.497 -2.809 -2.2 -2.8 -0.9
O 2.430 -0.761 -2.592 2.1 4.0 1.3
H 3.997 -2.357 -0.512 -0.2 0.7 -0.9
H 3.770 -1.187 -1.712 -0.4 -1.1 1.1
O 4.160 -1.449 -0.821 0.8 0.2 0.3
H 4.627 1.072 -0.854 -0.1 0.4 0.3
H 4.931 0.280 0.323 0.3 -1.4 0.5
O 4.627 1.147 0.115 0.0 1.1 -0.9
H -0.920 2.803 -1.330 -0.1 -0.3 -1.5
H 0.050 3.286 -2.366 0.9 0.5 -0.6
O -0.669 2.667 -2.367 -1.4 0.0 1.3
H 0.269 1.387 -1.650 0.1 -1.2 -0.5
H -0.620 0.296 -1.022 2.5 0.2 -0.5
O 0.323 0.391 -1.483 -2.5 0.8 0.8
H -2.937 -2.751 -0.086 0.8 2.8 -1.3
H -2.472 -3.824 0.843 -0.4 -0.1 -0.5
O -3.217 -3.548 0.253 -0.8 -2.6 1.2
H 0.622 2.192 1.569 -1.1 -0.2 0.8
H 0.288 0.829 3.113 -0.2 0.0 0.2
O -0.242 2.164 2.091 2.3 0.2 -0.6
H 0.696 3.011 -0.500 1.4 0.3 -0.1
H 2.309 2.740 -0.507 -2.0 0.9 -0.9
O 1.551 3.128 -1.043 1.0 -0.2 0.9
H 0.002 -1.296 -4.965 -1.7 -0.4 -0.4
H 0.988 -0.461 -4.362 0.4 -1.2 -1.2
O 0.932 -1.221 -5.018 1.6 1.3 1.4
H 1.643 0.383 3.154 3.7 0.6 -1.5
H 0.448 -1.384 2.850 -1.8 -1.2 -2.4
O 0.860 0.162 3.549 -2.8 -0.8 1.6
H -0.790 -3.518 2.005 3.0 3.0 -0.1
H -1.967 -3.991 2.619 -1.8 0.2 1.8
O -1.373 -4.210 1.944 -0.9 -3.7 -1.2
```
Forces are in eV/Å.

Summary:
Total charge: -1
Energy relative to the best compared isomer or geometry (same formula, charge and spin) in kcal per mole: 138.9



[2]
C5H10N2O2 | the ωB97M-V functional and the def2-TZVPD basis

```
19
Properties=species:S:1:pos:R:3:forces:R:3
C 0.240 1.961 -0.093 -0.1 -0.3 -0.1
C 1.005 -1.683 0.472 0.3 0.0 0.4
C -1.269 0.346 1.187 0.2 0.0 0.0
C -0.318 -0.750 -1.703 -1.2 0.5 -1.3
C -0.454 0.605 -0.051 1.0 -1.3 0.2
O 0.780 -0.472 -0.239 -0.3 0.4 0.4
O 1.008 2.212 1.064 0.0 -0.1 0.0
N -1.029 0.214 -1.264 -0.2 0.1 -0.6
N -0.020 -1.610 -2.541 0.5 0.5 1.1
H 1.734 1.575 1.070 0.0 0.1 0.0
H -0.765 -1.989 -3.106 0.0 -0.1 0.2
H 0.840 2.011 -1.008 -0.1 0.0 0.0
H -0.538 2.727 -0.150 0.1 -0.1 0.0
H 0.917 -2.513 -0.232 0.1 0.1 -0.1
H 2.020 -1.642 0.868 0.0 -0.2 0.1
H 0.319 -1.896 1.297 -0.1 0.4 -0.1
H -1.574 -0.699 1.244 0.0 0.1 0.0
H -0.723 0.649 2.081 -0.1 -0.1 0.0
H -2.174 0.952 1.104 0.0 0.0 0.0
```
Forces are in eV/Å.

Summary:
Energy relative to the best compared isomer or geometry (same formula, charge and spin) in kcal per mole: 91.9



[3]
C28H36BrMnN3O2 | the ωB97M-V functional and the def2-TZVPD basis

```
71
Properties=species:S:1:pos:R:3:forces:R:3
Mn -0.732 -1.867 -0.763 -0.7 0.1 0.7
C 5.172 2.834 -2.153 -0.2 0.1 0.2
C 4.211 3.022 -0.972 0.2 0.1 0.0
C 3.971 4.522 -0.783 0.0 -0.3 0.0
C 4.863 2.449 0.297 0.0 0.2 -0.2
C 2.919 2.253 -1.189 -0.2 -0.1 -0.1
C 2.982 0.882 -1.443 0.0 -0.1 -0.1
C 1.817 0.168 -1.503 -0.6 -0.1 0.1
Br 1.831 -1.754 -1.799 0.4 0.3 0.0
C 0.530 0.705 -1.294 1.3 0.5 0.2
O -0.488 -0.118 -1.299 -1.1 -0.3 -0.5
C 0.465 2.100 -1.063 -0.2 -0.7 0.0
C 1.656 2.817 -1.043 0.3 -0.2 -0.1
C -0.825 2.853 -0.750 -0.1 0.1 0.1
C -2.064 1.956 -0.708 0.0 0.2 0.0
C -0.678 3.484 0.646 -0.1 0.0 -0.2
C -1.059 3.938 -1.810 0.0 -0.2 0.1
H 6.088 3.386 -1.965 0.1 0.1 0.0
H 4.728 3.204 -3.072 0.0 0.1 -0.2
H 5.438 1.792 -2.293 0.1 -0.2 -0.1
H 4.922 5.027 -0.632 0.1 0.0 0.0
H 3.351 4.720 0.088 -0.1 0.1 0.1
H 3.501 4.952 -1.666 -0.1 0.1 0.0
H 5.756 3.015 0.547 0.2 0.1 0.1
H 5.150 1.412 0.145 0.0 -0.1 0.0
H 4.176 2.496 1.139 -0.1 0.0 0.1
H 3.922 0.375 -1.579 0.2 0.0 0.0
H 1.585 3.877 -0.880 0.0 0.2 0.1
H -1.947 1.204 0.073 -0.1 0.0 0.0
H -2.214 1.485 -1.678 -0.1 -0.1 0.0
H -2.941 2.559 -0.479 0.0 0.1 0.0
H -0.432 2.715 1.376 0.0 -0.1 0.1
H -1.613 3.950 0.944 -0.1 0.1 0.0
H 0.100 4.241 0.670 0.1 0.1 0.0
H -1.160 3.488 -2.795 0.0 0.0 -0.1
H -0.242 4.654 -1.847 0.1 0.1 0.0
H -1.975 4.479 -1.588 -0.1 0.1 0.0
N -3.057 -1.361 -0.980 0.8 0.0 -0.1
C -3.834 -1.785 0.138 -0.3 -0.2 0.4
C -5.069 -2.371 -0.111 0.0 0.0 0.0
C -5.905 -2.753 0.919 0.0 0.0 0.0
C -5.485 -2.576 2.226 -0.1 0.0 0.0
C -4.243 -2.030 2.479 0.0 0.0 -0.1
C -3.391 -1.605 1.458 -0.3 -0.2 -0.3
C -2.093 -1.011 1.849 0.2 -0.3 -0.4
C -2.062 -0.251 3.024 0.1 0.0 -0.1
C -0.887 0.256 3.537 0.1 0.0 0.0
C 0.308 0.021 2.880 -0.1 0.0 0.0
C 0.292 -0.697 1.693 0.2 -0.4 -0.5
C -0.885 -1.225 1.156 0.1 0.6 0.7
H -3.550 -1.593 -1.840 0.2 0.1 0.1
H -2.918 -0.348 -0.952 0.1 -0.2 -0.1
H -5.386 -2.506 -1.137 0.0 0.0 -0.1
H -6.874 -3.175 0.704 -0.1 -0.1 0.0
H -6.121 -2.865 3.047 -0.1 -0.1 0.1
H -3.913 -1.935 3.502 0.0 0.0 0.1
H -2.986 -0.027 3.533 -0.1 0.0 0.0
H -0.901 0.843 4.442 0.0 0.1 0.1
H 1.231 0.423 3.273 0.1 0.0 -0.1
H 1.239 -0.839 1.172 -0.1 0.1 0.0
C 0.660 -7.168 -0.488 0.2 -0.1 0.1
N -0.239 -6.044 -0.640 -0.2 0.3 -0.1
C 0.043 -4.783 -0.287 0.5 -0.5 0.2
N 1.206 -4.540 0.343 -0.1 0.0 -0.1
O -0.762 -3.856 -0.541 -0.5 0.6 -0.3
H 0.160 -8.061 -0.854 0.0 0.0 0.0
H 0.921 -7.330 0.560 0.0 0.0 0.0
H 1.575 -7.027 -1.071 -0.1 0.0 0.0
H -1.123 -6.193 -1.100 0.1 0.2 0.0
H 1.873 -5.263 0.544 0.0 0.0 0.0
H 1.407 -3.599 0.640 0.0 -0.1 0.0
```
Forces are in eV/Å.

Summary:
Total charge: +1
Energy relative to the best compared isomer or geometry (same formula, charge and spin) in kcal per mole: 8.1
Spin multiplicity: 5



[4]
C49H42BrF4INO4PSTeTi | the ωB97M-V functional and the def2-TZVPD basis

```
106
Properties=species:S:1:pos:R:3:forces:R:3
Ti -0.929 1.119 -0.715 -0.1 0.4 0.0
F -6.326 -3.731 1.949 0.0 0.0 0.1
C -5.627 -2.635 1.661 0.0 0.0 -0.1
C -6.110 -1.394 2.013 0.1 0.1 0.0
F -7.264 -1.291 2.673 0.0 0.0 0.0
C -5.382 -0.264 1.681 -0.1 -0.1 0.2
F -5.915 0.900 2.059 0.0 0.0 0.0
C -4.162 -0.317 1.020 -0.2 0.2 -0.7
P -3.345 1.247 0.402 -0.1 -0.1 0.4
C -4.664 2.027 -0.601 -0.2 -0.3 0.0
C -4.658 1.734 -1.964 0.0 0.1 0.0
C -5.653 2.234 -2.796 0.0 0.0 0.0
C -6.662 3.026 -2.273 0.0 0.0 0.0
C -6.674 3.322 -0.916 0.0 0.0 0.0
C -5.686 2.823 -0.083 0.0 0.1 0.0
C -3.310 2.251 1.921 0.1 -0.1 0.1
C -3.305 3.641 1.832 0.0 0.0 0.0
C -3.205 4.410 2.979 0.0 0.0 0.0
C -3.098 3.803 4.224 0.0 0.0 0.0
C -3.059 2.421 4.314 0.0 0.0 0.0
C -3.153 1.649 3.164 -0.1 0.0 0.0
C -3.700 -1.589 0.662 0.1 -0.2 0.3
Br -2.054 -1.903 -0.186 -0.1 -0.1 0.1
C -4.421 -2.728 0.993 0.0 0.1 0.0
F -3.979 -3.947 0.676 0.0 0.0 0.0
H -3.864 1.130 -2.381 0.0 0.0 0.0
H -5.628 2.008 -3.854 0.0 0.0 0.0
H -7.436 3.418 -2.921 0.0 0.0 0.0
H -7.455 3.948 -0.503 0.0 0.0 0.0
H -5.707 3.065 0.970 0.0 0.0 0.0
H -3.365 4.126 0.865 0.1 0.0 0.0
H -3.204 5.490 2.897 0.0 0.0 0.0
H -3.025 4.407 5.119 0.0 0.0 0.0
H -2.946 1.938 5.276 0.0 0.0 0.0
H -3.113 0.569 3.247 0.0 0.0 0.0
C 0.111 -5.477 -5.485 0.0 0.0 0.0
C -0.045 -4.114 -4.863 0.0 0.0 0.0
C 0.911 -3.120 -5.065 0.0 0.0 0.0
C 0.751 -1.856 -4.526 0.0 0.0 0.0
C -0.374 -1.582 -3.759 -0.2 -0.1 -0.1
C -1.333 -2.554 -3.539 0.0 0.0 0.0
C -1.161 -3.816 -4.090 0.0 0.0 0.0
S -0.552 0.066 -3.158 0.0 0.1 0.0
O -1.894 0.232 -2.509 0.6 -0.2 -0.4
O -0.303 0.914 -4.283 0.0 0.0 -0.1
O 0.420 0.181 -2.037 -0.1 -0.2 -0.4
H 1.097 -5.595 -5.932 0.0 0.0 0.0
H -0.635 -5.631 -6.267 0.0 0.0 0.0
H -0.025 -6.263 -4.741 0.0 0.0 0.0
H 1.788 -3.338 -5.663 0.0 0.0 0.0
H 1.481 -1.077 -4.704 0.0 0.0 0.0
H -2.207 -2.324 -2.946 0.0 0.0 0.0
H -1.912 -4.579 -3.918 0.0 0.0 0.0
C 7.900 -3.996 0.895 0.0 0.0 0.0
C 6.546 -3.340 0.795 0.0 0.0 0.0
C 5.533 -3.887 0.022 0.0 0.0 0.0
C 4.282 -3.281 -0.072 0.0 0.0 -0.1
C 3.229 -3.945 -0.925 0.0 0.0 0.0
C 4.017 -2.081 0.609 -0.1 -0.1 -0.4
Te 2.015 -1.179 0.453 1.2 -0.5 1.0
N -0.063 0.206 0.916 -0.5 0.3 0.1
C -0.164 1.335 1.510 -0.2 -0.2 0.1
O -0.683 2.350 0.822 0.2 0.4 0.3
C 0.215 1.620 2.932 0.0 0.0 -0.3
C 0.599 0.577 3.766 0.0 0.0 0.2
C 0.969 0.842 5.078 0.0 0.0 -0.1
C 0.957 2.148 5.555 0.0 0.0 0.0
C 0.572 3.189 4.719 0.0 0.0 -0.1
C 0.204 2.925 3.406 0.1 0.1 0.1
C 2.867 0.676 -0.134 -0.1 0.0 -0.3
C 2.734 1.792 0.682 0.0 0.0 0.1
C 3.035 3.066 0.223 0.1 0.0 0.0
C 3.514 3.228 -1.066 0.0 0.0 0.0
C 3.735 2.110 -1.857 0.0 0.0 0.0
C 3.423 0.826 -1.414 0.0 0.0 0.0
C 3.706 -0.347 -2.311 -0.1 0.0 0.0
C 5.027 -1.545 1.423 0.0 0.1 0.1
C 4.827 -0.302 2.252 0.0 0.0 0.0
C 6.269 -2.174 1.493 0.0 0.0 0.0
H 7.950 -4.888 0.269 0.0 0.0 0.0
H 8.117 -4.293 1.924 0.0 0.0 0.0
H 8.692 -3.314 0.579 0.0 0.0 0.0
H 5.720 -4.807 -0.524 0.0 0.0 0.0
H 3.630 -4.834 -1.414 0.0 0.0 0.0
H 2.855 -3.263 -1.692 0.0 0.0 0.0
H 2.367 -4.248 -0.325 0.0 0.0 0.0
H 0.597 -0.431 3.370 0.0 0.0 0.0
H 1.268 0.028 5.728 0.0 0.0 0.0
H 1.254 2.354 6.577 0.0 0.0 0.0
H 0.559 4.207 5.091 0.0 0.0 0.0
H -0.093 3.717 2.729 0.0 0.0 0.0
H 2.401 1.669 1.704 -0.1 0.0 -0.1
H 2.883 3.921 0.870 0.0 0.0 0.0
H 3.719 4.218 -1.455 0.0 0.0 0.0
H 4.143 2.232 -2.854 0.0 0.0 0.0
H 4.074 -0.007 -3.281 0.0 0.0 0.0
H 2.799 -0.936 -2.461 0.0 0.0 0.0
H 4.453 -1.006 -1.863 0.0 0.0 0.0
H 3.785 -0.200 2.556 0.0 0.0 0.0
H 5.092 0.597 1.691 0.0 0.0 0.0
H 5.454 -0.338 3.146 0.0 0.0 0.0
H 7.040 -1.737 2.122 0.0 0.0 0.0
I -0.758 4.870 -1.102 0.0 0.1 0.0
C -0.550 2.897 -1.942 -0.2 0.1 0.1
H -1.219 2.922 -2.804 0.1 0.1 -0.1
H 0.471 2.884 -2.328 0.0 0.1 0.0
```
Forces are in eV/Å.

Summary:
Total charge: -1
Energy relative to the best compared isomer or geometry (same formula, charge and spin) in kcal per mole: 14.7
Spin multiplicity: 2



Question: Among the records above, which one has the highest energy relative to the best compared isomer or geometry (same formula, charge and spin)?
Answer: C4H36NO16



Question: Among the records above, which one has the lowest energy relative to the best compared isomer or geometry (same formula, charge and spin)?
Answer: C28H36BrMnN3O2



Question: Among the records above, which one has the highest energy relative to the best compared isomer or geometry (same formula, charge and spin)?
Answer: C4H36NO16



Question: Which formula does entry 3 have?
Answer: C28H36BrMnN3O2